Molecular formula: C52H104O26S13
Method: DFT, ωB97M-V/def2-TZVPD

Structure (XYZ):
```
195
Properties=species:S:1:pos:R:3:lowdin_charge:R:1
C -8.8746 -3.8203 2.4101 -0.176
C -9.0429 -5.2100 1.7572 -0.258
C -9.8167 -6.1017 2.6974 -0.208
S -9.1669 -5.6817 4.3848 0.676
O -8.2177 -6.6397 4.9047 -0.335
O -10.3195 -5.3139 5.1889 -0.339
C -8.2990 -4.1862 3.8314 -0.211
H -9.8532 -3.3447 2.4752 0.115
H -8.2069 -3.2582 1.7571 0.110
H -8.1638 -5.7704 1.4389 0.117
H -9.5356 -5.0629 0.7961 0.112
H -9.7544 -7.1789 2.5427 0.109
H -10.7901 -5.6355 2.8493 0.094
H -7.2392 -4.4352 3.7787 0.101
H -8.4975 -3.5138 4.6660 0.095
C -9.0066 6.6207 1.3651 -0.228
C -9.3380 5.2757 0.7742 -0.227
C -9.3372 5.4751 -0.7684 -0.240
S -7.9671 6.5572 -1.2036 0.725
O -8.5142 7.3769 -2.2857 -0.347
O -6.8050 5.6580 -1.3507 -0.359
C -7.9146 7.3536 0.5276 -0.162
H -8.5896 6.3156 2.3249 0.110
H -9.9182 7.1893 1.5487 0.116
H -10.2967 4.9797 1.2000 0.113
H -8.6135 4.5101 1.0517 0.114
H -10.2422 5.9964 -1.0807 0.099
H -9.2576 4.5786 -1.3832 0.102
H -8.0792 8.4147 0.3399 0.090
H -6.9134 7.2058 0.9324 0.093
C 0.4209 10.8964 -0.1538 -0.205
C 1.3960 12.0633 0.2212 -0.198
C 0.5860 13.3393 0.6665 -0.197
S -1.1685 13.2529 0.0027 0.737
O -1.3836 14.2025 -1.0719 -0.347
O -2.0514 13.2786 1.1983 -0.369
C -0.9250 11.4819 -0.7129 -0.183
H 0.2045 10.2249 0.6770 0.100
H 0.7498 10.0618 -0.7730 0.104
H 2.2024 12.2480 -0.4885 0.103
H 1.9868 11.7701 1.0890 0.097
H 1.1136 14.1743 0.2054 0.090
H 0.5727 13.4272 1.7529 0.092
H -0.9593 11.5095 -1.8020 0.088
H -1.8024 10.8909 -0.4505 0.087
C 5.6615 -0.4663 -10.0581 -0.187
C 4.1198 0.0075 -10.1064 -0.206
C 3.7677 0.3856 -8.6436 -0.219
S 4.3179 -1.1322 -7.7288 0.712
O 3.3612 -2.2217 -7.8995 -0.337
O 4.9032 -0.8030 -6.4307 -0.354
C 5.7580 -1.4577 -8.8929 -0.216
H 6.1684 0.4567 -9.7767 0.104
H 6.0189 -0.8941 -10.9948 0.109
H 3.4748 -0.8152 -10.4151 0.104
H 4.0337 0.8863 -10.7455 0.105
H 2.7420 0.5624 -8.3201 0.097
H 4.3174 1.3047 -8.4408 0.101
H 5.8368 -2.5283 -9.0819 0.098
H 6.6456 -1.2570 -8.2928 0.088
C 5.3860 -8.8113 -1.9938 -0.220
C 6.5552 -9.6577 -2.4640 -0.251
C 7.8187 -8.7914 -2.6513 -0.221
S 7.1320 -7.3800 -3.5257 0.686
O 6.9093 -7.8169 -4.9140 -0.337
O 7.8947 -6.1899 -3.2376 -0.335
C 5.5591 -7.3675 -2.5501 -0.180
H 5.2885 -8.8188 -0.9081 0.109
H 4.5033 -9.3344 -2.3614 0.109
H 6.2336 -10.1200 -3.3973 0.111
H 6.7173 -10.4878 -1.7765 0.113
H 8.5238 -9.3498 -3.2671 0.107
H 8.2303 -8.5142 -1.6808 0.109
H 4.8150 -6.9668 -3.2385 0.103
H 5.8331 -6.7681 -1.6819 0.097
C 5.5234 -6.3758 8.1778 -0.223
C 6.1310 -5.0568 8.4631 -0.247
C 6.1248 -4.1828 7.1436 -0.174
S 6.4661 -5.3843 5.7597 0.699
O 7.8586 -5.3484 5.3503 -0.342
O 5.3262 -5.2524 4.8647 -0.344
C 6.3097 -6.8706 6.8608 -0.188
H 4.4575 -6.3330 7.9539 0.112
H 5.6401 -6.9654 9.0871 0.113
H 7.1493 -5.2371 8.8074 0.114
H 5.6027 -4.6753 9.3369 0.115
H 6.8195 -3.3474 7.0569 0.095
H 5.0899 -3.8883 6.9692 0.091
H 7.3043 -7.1331 7.2212 0.089
H 5.9997 -7.7486 6.2942 0.092
C -1.6043 -0.3889 1.0376 -0.248
C -0.3669 -1.2525 0.6848 -0.205
C 0.7936 -0.3512 0.2353 -0.212
S 0.0033 1.1696 -0.4526 0.706
O 0.1681 1.1441 -1.9195 -0.356
O 0.4011 2.2703 0.3524 -0.322
C -1.7413 0.6447 0.0018 -0.229
H -1.4868 0.0783 2.0154 0.118
H -2.5345 -0.9415 1.1702 0.117
H -0.5207 -1.9424 -0.1450 0.112
H -0.0662 -1.8970 1.5108 0.112
H 1.5595 -0.6965 -0.4592 0.102
H 1.3540 -0.0228 1.1107 0.095
H -2.2290 0.1701 -0.8496 0.105
H -2.3164 1.5212 0.3004 0.105
C 5.9312 4.6714 4.5372 -0.219
C 6.8506 3.6494 5.1754 -0.218
C 6.5038 3.6014 6.6861 -0.211
S 4.6827 3.8978 6.8222 0.728
O 4.3465 4.4181 8.1853 -0.364
O 3.9705 2.7267 6.2897 -0.348
C 4.8190 5.1612 5.5065 -0.215
H 5.5883 4.2473 3.5934 0.112
H 6.4487 5.5252 4.0999 0.109
H 7.8867 3.9299 4.9857 0.113
H 6.7003 2.6757 4.7093 0.112
H 6.8957 4.5094 7.1445 0.098
H 6.7943 2.6882 7.2053 0.104
H 4.9805 6.0711 6.0845 0.096
H 3.8435 5.3027 5.0413 0.101
C -2.3620 4.1874 -10.9789 -0.231
C -3.0628 4.6756 -9.7242 -0.234
C -2.0520 5.3698 -8.8517 -0.221
S -0.7834 6.1989 -9.9540 0.753
O 0.5609 5.7536 -9.5071 -0.367
O -1.0672 7.6365 -10.1528 -0.361
C -1.3918 5.2875 -11.4729 -0.203
H -2.9680 3.8551 -11.8218 0.116
H -1.7303 3.3261 -10.7617 0.109
H -3.5670 3.9764 -9.0571 0.121
H -3.8131 5.3547 -10.1291 0.117
H -1.5047 4.5938 -8.3165 0.097
H -2.3429 5.9857 -8.0008 0.107
H -0.5617 4.9743 -12.1061 0.101
H -2.0563 5.9367 -12.0430 0.096
C -5.4081 -3.7891 -5.4898 -0.248
C -4.4897 -2.8267 -6.2149 -0.211
C -4.3908 -3.2828 -7.6964 -0.201
S -6.0661 -3.9146 -8.1401 0.688
O -5.9722 -5.2005 -8.7902 -0.336
O -6.8674 -2.8611 -8.7211 -0.338
C -6.6289 -4.1045 -6.3504 -0.200
H -5.6051 -3.5056 -4.4559 0.116
H -5.0208 -4.7965 -5.3377 0.114
H -3.5810 -3.0237 -5.6462 0.113
H -4.7765 -1.7764 -6.1627 0.118
H -3.6644 -4.0936 -7.7528 0.101
H -4.1725 -2.5478 -8.4711 0.097
H -7.0466 -5.1101 -6.3022 0.096
H -7.3829 -3.3205 -6.2791 0.091
C -4.0393 0.5414 12.0026 -0.198
C -2.5103 0.3591 12.3528 -0.233
C -1.8372 -0.2780 11.1765 -0.230
S -3.0254 -1.5550 10.4896 0.747
O -2.5907 -2.9025 10.9550 -0.364
O -3.1058 -1.3107 9.0445 -0.368
C -4.5219 -0.7954 11.3961 -0.196
H -4.1979 1.3064 11.2425 0.112
H -4.6183 0.7720 12.8968 0.111
H -2.3435 -0.3789 13.1374 0.113
H -2.1587 1.3502 12.6394 0.114
H -0.8763 -0.7685 11.3322 0.105
H -1.8340 0.5249 10.4393 0.100
H -4.6986 -1.6033 12.1062 0.089
H -5.3829 -0.5855 10.7615 0.097
C 7.0316 4.8367 -3.9571 -0.258
C 6.8933 6.2206 -3.4537 -0.255
C 8.2517 6.8706 -3.5105 -0.198
S 9.5322 5.5750 -3.0545 0.681
O 9.9489 5.4898 -1.6893 -0.326
O 10.4965 5.5774 -4.1064 -0.332
C 8.2776 4.1935 -3.3361 -0.184
H 7.1566 4.8701 -5.0394 0.117
H 6.1026 4.2935 -3.7836 0.122
H 6.5087 6.1297 -2.4379 0.121
H 6.1494 6.7028 -4.0879 0.124
H 8.4688 7.8132 -3.0081 0.102
H 8.5524 7.0019 -4.5500 0.095
H 7.9934 4.0175 -2.2986 0.088
H 8.7418 3.3084 -3.7712 0.104
C -2.7357 -10.5160 5.2021 -0.204
C -2.1535 -9.1001 5.2843 -0.227
C -1.1817 -8.9845 4.0685 -0.194
S -2.2076 -9.6825 2.6325 0.668
O -1.4043 -10.6830 2.0390 -0.330
O -2.9251 -8.7060 1.8281 -0.329
C -3.3683 -10.5341 3.7812 -0.214
H -3.4534 -10.5972 6.0185 0.114
H -1.9253 -11.2415 5.2719 0.114
H -1.6294 -8.8470 6.2059 0.116
H -2.9471 -8.4015 5.0192 0.109
H -0.2963 -9.5651 4.3274 0.096
H -0.8786 -8.0155 3.6721 0.089
H -3.6469 -11.4467 3.2543 0.101
H -4.1939 -9.8243 3.8328 0.092
```

Summary:
HOMO energy ... -10.100 eV
Spin multiplicity ... 1
Electronic energy ... -249691.3901 eV
Relative energy (zero: lowest compared OMol25 entry of this formula, charge and spin) ... 222.16 kcal/mol
LUMO energy ... 0.0029 Ha
Total charge ... 0



Molecular formula: C52H105N7O6PS2
Method: DFT, ωB97M-V/def2-TZVPD

Structure (XYZ):
```
173
Properties=species:S:1:pos:R:3:lowdin_charge:R:1
C 8.0337 -5.6404 -1.8516 -0.104
C 6.6356 -5.1795 -1.4261 -0.242
C 5.5470 -6.2581 -1.5384 -0.221
N 4.7098 -6.0741 -2.7253 -0.035
C 3.7273 -5.0280 -2.5972 -0.527
O 2.4793 -5.6112 -2.2572 -0.164
C 1.5874 -4.7021 -1.6031 -0.261
C 1.9871 -4.5386 -0.1284 -0.119
C 2.1222 -3.0863 0.3155 -0.202
C 2.8168 -2.9237 1.6689 -0.277
N 4.2789 -2.8151 1.6060 -0.002
C 0.1172 -5.1721 -1.8703 -0.333
C 0.0147 -6.4562 -2.6933 -0.407
S 0.2109 -7.9633 -1.7049 0.891
C -0.5172 -9.1181 -2.8903 -0.563
C -2.0357 -9.2152 -2.8046 -0.169
O -0.6415 -5.3380 -0.6910 -0.161
C -1.2765 -4.1407 -0.2531 -0.184
C -2.6300 -3.9267 -0.9397 -0.152
C -3.8387 -4.3114 -0.0768 -0.197
C -5.0399 -4.8005 -0.8919 -0.210
C -5.8983 -3.6703 -1.4637 -0.222
C -6.5085 -2.7628 -0.3805 -0.215
C -7.9805 -2.4025 -0.5812 -0.260
C -8.2612 -1.3746 -1.6729 -0.450
S -8.0442 -1.8684 -3.4136 0.994
C -9.5111 -2.7569 -3.6903 -0.714
N -10.1871 -2.7554 -4.7690 0.049
N -11.2303 -3.6645 -4.5791 0.059
C -11.0900 -4.1248 -3.4040 -0.192
O -10.0253 -3.5923 -2.7535 0.022
P 3.5483 -3.8818 -4.0978 0.979
C 2.2934 -4.7915 -5.0841 -0.288
C 5.0509 -4.3041 -5.0799 -0.453
C 5.3114 -3.2552 -6.1638 -0.183
H 8.8086 -5.1051 -1.3004 0.066
H 8.1748 -6.7032 -1.6474 0.066
H 8.2177 -5.4666 -2.9129 0.067
H 6.3344 -4.3199 -2.0315 0.091
H 6.6761 -4.8254 -0.3928 0.095
H 4.9461 -6.2724 -0.6175 0.106
H 6.0190 -7.2377 -1.6348 0.112
H 4.2248 -6.9383 -2.9364 0.122
H 4.0524 -4.3584 -1.7872 0.098
H 1.7086 -3.7257 -2.0941 0.120
H 1.3122 -5.0827 0.5333 0.124
H 2.9682 -5.0151 -0.0336 0.107
H 1.1461 -2.6011 0.3547 0.084
H 2.6969 -2.5345 -0.4399 0.102
H 2.5710 -3.7814 2.3022 0.113
H 2.4191 -2.0412 2.1772 0.094
H 4.5679 -2.4396 0.7094 0.054
H 4.7187 -3.7220 1.6980 0.051
H -0.3715 -4.3906 -2.4675 0.145
H -0.9736 -6.4781 -3.1567 0.084
H 0.7682 -6.4454 -3.4793 0.057
H -0.0546 -10.0889 -2.7060 0.062
H -0.2125 -8.8207 -3.8966 0.070
H -2.3553 -9.3803 -1.7759 0.065
H -2.5047 -8.2963 -3.1620 0.059
H -2.4055 -10.0363 -3.4238 0.068
H -0.6301 -3.2763 -0.4223 0.099
H -1.4074 -4.2514 0.8263 0.132
H -2.7014 -2.8702 -1.2136 0.090
H -2.6448 -4.4985 -1.8726 0.115
H -3.5425 -5.0907 0.6311 0.114
H -4.1334 -3.4421 0.5183 0.104
H -4.6608 -5.3986 -1.7270 0.107
H -5.6682 -5.4653 -0.2918 0.112
H -6.7097 -4.1077 -2.0513 0.090
H -5.3091 -3.0841 -2.1755 0.106
H -6.4232 -3.2688 0.5861 0.110
H -5.9404 -1.8315 -0.2793 0.110
H -8.3492 -1.9542 0.3477 0.113
H -8.5674 -3.3076 -0.7466 0.101
H -7.5821 -0.5244 -1.5668 0.076
H -9.2739 -0.9808 -1.5822 0.081
H -11.7079 -4.8333 -2.8792 0.132
H 2.3380 -4.3768 -6.0944 0.033
H 1.2897 -4.6091 -4.6972 0.025
H 2.4831 -5.8652 -5.1403 0.048
H 4.9188 -5.2939 -5.5241 0.074
H 5.8993 -4.3808 -4.3987 0.053
H 6.2485 -3.4610 -6.6843 0.064
H 4.5117 -3.2383 -6.9075 0.058
H 5.3757 -2.2574 -5.7262 0.057
C 0.7306 2.8202 -0.0337 -0.018
C 1.0818 1.5123 -0.7628 -0.465
C 1.6378 1.7853 -2.1647 -0.127
C 0.5804 2.2673 -3.1543 -0.170
C -0.6047 1.3060 -3.2056 -0.129
C -1.2183 1.0306 -1.8281 -0.486
N -0.1128 0.6128 -0.9017 -0.095
O 0.1995 -0.6238 -1.0170 -0.038
C -1.9718 2.2582 -1.3079 -0.032
C -2.2178 -0.1170 -1.9147 -0.048
C 2.1265 0.7836 0.0756 -0.032
H 1.5682 3.1383 0.5861 0.061
H 0.5182 3.6470 -0.7108 0.079
H -0.1262 2.6929 0.6253 0.068
H 2.0868 0.8625 -2.5456 0.126
H 2.4421 2.5197 -2.0730 0.127
H 0.2428 3.2751 -2.8977 0.102
H 1.0264 2.3415 -4.1476 0.114
H -1.3904 1.6983 -3.8568 0.125
H -0.2762 0.3549 -3.6355 0.125
H -2.2979 2.1009 -0.2782 0.088
H -2.8587 2.4056 -1.9256 0.089
H -1.3936 3.1760 -1.3479 0.060
H -1.7746 -1.0031 -2.3608 0.071
H -3.0609 0.1997 -2.5317 0.090
H -2.5905 -0.3810 -0.9231 0.089
H 1.7311 0.5405 1.0640 0.098
H 2.9856 1.4434 0.2061 0.080
H 2.4666 -0.1371 -0.3908 0.065
C 4.5456 7.9751 3.0034 -0.028
C 3.2447 7.1663 3.1444 -0.473
C 2.8949 6.9066 4.6148 -0.125
C 3.8148 5.8957 5.2931 -0.168
C 3.8681 4.5909 4.5039 -0.127
C 4.2495 4.7907 3.0331 -0.485
N 3.3458 5.8386 2.4433 -0.092
O 2.2051 5.3739 2.0949 -0.048
C 5.7271 5.1663 2.8996 -0.032
C 4.0276 3.5036 2.2498 -0.050
C 2.1184 7.9590 2.4890 -0.036
H 4.3030 9.0352 2.9339 0.082
H 5.2157 7.8542 3.8530 0.069
H 5.0862 7.7035 2.0977 0.085
H 1.8625 6.5470 4.6675 0.108
H 2.9227 7.8646 5.1411 0.129
H 4.8206 6.3064 5.4202 0.101
H 3.4418 5.6934 6.2987 0.114
H 4.5848 3.8962 4.9493 0.125
H 2.8857 4.1100 4.5451 0.123
H 5.9665 5.4272 1.8678 0.092
H 6.3288 4.3005 3.1778 0.089
H 6.0289 5.9889 3.5409 0.060
H 3.0154 3.1306 2.3794 0.067
H 4.7189 2.7330 2.5955 0.093
H 4.1991 3.6672 1.1841 0.092
H 2.3160 8.1087 1.4260 0.094
H 2.0607 8.9350 2.9735 0.090
H 1.1584 7.4625 2.6016 0.060
C -4.2615 6.3886 5.2563 -0.028
C -3.0000 7.0978 4.7329 -0.482
C -3.2727 7.8173 3.4064 -0.132
C -3.4536 6.8704 2.2223 -0.170
C -2.2704 5.9130 2.0984 -0.124
C -1.9816 5.1393 3.3900 -0.480
N -1.8704 6.1327 4.5122 -0.100
O -0.7149 6.6786 4.5929 -0.035
C -3.0647 4.0891 3.6511 -0.029
C -0.6488 4.4167 3.2735 -0.031
C -2.5590 8.1047 5.7894 -0.045
H -4.7852 7.0499 5.9462 0.082
H -4.9635 6.1287 4.4659 0.069
H -4.0072 5.4815 5.8022 0.085
H -2.4326 8.4874 3.1995 0.124
H -4.1583 8.4455 3.5357 0.125
H -4.3893 6.3119 2.3143 0.102
H -3.5411 7.4570 1.3058 0.113
H -2.4420 5.1877 1.2980 0.121
H -1.3743 6.4803 1.8277 0.123
H -2.9230 3.6260 4.6285 0.093
H -2.9735 3.3101 2.8928 0.085
H -4.0782 4.4750 3.5969 0.060
H 0.1480 5.0962 2.9922 0.050
H -0.7240 3.6497 2.5021 0.070
H -0.3786 3.9337 4.2145 0.099
H -2.3112 7.6001 6.7243 0.094
H -3.3850 8.7933 5.9748 0.087
H -1.6931 8.6757 5.4682 0.077
```

Summary:
HOMO energy (spin up / spin down) ... -7.957 / -7.957 eV
Spin multiplicity ... 4
Electronic energy ... -109296.2624 eV
Relative energy (zero: lowest compared OMol25 entry of this formula, charge and spin) ... 0.00 kcal/mol
LUMO energy (spin up / spin down) ... 0.0117 / 0.0110 Ha
Total charge ... 0